[1]
{"formula": "C34H42F6N2SSbSi3Ti", "method": "ωB97M-V/def2-TZVPD", "homo_ev": [-3.264, -3.383], "charge": -1, "molar_mass_da": 878.664, "elements": ["Ti", "C", "Sb", "C", "C", "C", "C", "C", "C", "N", "Si", "C", "C", "C", "C", "C", "C", "C", "C", "C", "N", "Si", "C", "C", "C", "Si", "C", "C", "C", "H", "H", "H", "H", "H", "H", "H", "H", "H", "H", "H", "H", "H", "H", "H", "H", "H", "H", "H", "H", "H", "H", "H", "H", "H", "H", "H", "H", "H", "H", "H", "H", "H", "H", "H", "H", "H", "H", "F", "C", "C", "F", "C", "F", "C", "S", "C", "F", "C", "F", "F", "C", "C", "C", "C", "C", "C", "H", "H", "H", "H"], "positions_angstrom": [[-1.22394, 0.37069, -0.17105], [2.01195, -2.07154, 2.98245], [1.62357, -0.39113, 1.67163], [-0.48380, -0.15030, 1.82985], [-1.47858, -1.24210, 1.82255], [-1.49412, -2.42298, 2.57287], [-2.57652, -3.27148, 2.46332], [-3.62005, -2.96392, 1.59199], [-3.53533, -1.80435, 0.84916], [-2.49621, -0.97491, 0.97475], [-0.87605, 1.09991, 3.15594], [-0.00610, 0.65522, 4.77277], [-0.35162, 2.83751, 2.69893], [-2.71847, 1.08773, 3.51721], [2.09619, -1.33547, -0.31264], [1.12483, -0.87375, -1.37338], [1.45980, -0.38474, -2.60444], [0.45905, -0.12902, -3.58319], [-0.83909, -0.49859, -3.33035], [-1.16863, -1.03385, -2.08219], [-0.20972, -1.09238, -1.06640], [3.86616, -0.70177, -0.57914], [4.76037, -1.45832, -2.05739], [4.96225, -1.10443, 0.90274], [3.89856, 1.16831, -0.75294], [1.98656, -3.23309, -0.44336], [1.93696, -3.69311, -2.26504], [0.44931, -4.02568, 0.28642], [3.45125, -4.14096, 0.32083], [1.64030, -1.78370, 3.96705], [3.08838, -2.22625, 3.05060], [1.53402, -2.99730, 2.67405], [-0.67534, -2.63831, 3.24495], [-2.61546, -4.17866, 3.05484], [-4.47585, -3.61622, 1.48902], [-4.28777, -1.49616, 0.13040], [1.08083, 0.68279, 4.65377], [-0.28489, -0.35103, 5.09783], [-0.26777, 1.35106, 5.57402], [0.72447, 2.90081, 2.52155], [-0.59603, 3.51819, 3.51912], [-0.86283, 3.19164, 1.80086], [-3.04760, 0.11197, 3.88381], [-3.30474, 1.32609, 2.62913], [-2.94945, 1.83055, 4.28507], [2.49501, -0.21404, -2.86157], [0.73449, 0.31382, -4.53088], [-1.61686, -0.39561, -4.07658], [-2.09905, -1.56606, -1.92260], [4.87176, -2.53946, -1.96370], [5.76431, -1.02607, -2.09825], [4.27360, -1.25652, -3.01180], [4.96234, -2.16014, 1.17364], [4.68686, -0.52158, 1.78380], [5.98852, -0.83122, 0.64036], [3.13093, 1.55221, -1.42497], [4.87538, 1.48558, -1.12910], [3.74655, 1.63788, 0.22102], [0.99009, -3.37661, -2.70832], [2.00410, -4.78181, -2.35148], [2.74221, -3.25318, -2.85365], [-0.43934, -3.43968, 0.05719], [0.49588, -4.17405, 1.36444], [0.33533, -5.01147, -0.17562], [4.41092, -3.90466, -0.14181], [3.27378, -5.21197, 0.18519], [3.53359, -3.95723, 1.39226], [-4.63533, 6.02255, -0.67720], [-4.59848, 4.72202, -1.00468], [-3.91038, 3.81333, -0.22731], [-3.25162, 4.22374, 0.86434], [-3.90901, 2.48367, -0.59089], [-3.19441, 1.64203, 0.20960], [-4.54492, 1.95490, -1.71380], [-4.43413, 0.28860, -2.13400], [-5.23552, 2.91960, -2.46574], [-5.89526, 2.55372, -3.57217], [-5.26271, 4.25728, -2.12952], [-5.94155, 5.13019, -2.88928], [0.86933, 5.45718, -3.32776], [0.38668, 4.39614, -2.62477], [1.05323, 3.99252, -1.48929], [0.53992, 2.90769, -0.78128], [-0.60495, 2.20848, -1.18260], [-1.22456, 2.66949, -2.35487], [-0.75127, 3.75928, -3.07617], [1.94543, 4.51817, -1.17214], [1.07513, 2.60086, 0.11434], [-2.10362, 2.15535, -2.73360], [-1.24127, 4.10815, -3.97671]], "atomic_forces_ev_per_a": [[0.059, -0.231, -1.455], [-0.032, 0.024, -0.002], [0.152, -0.083, 0.036], [-0.003, 0.026, 0.116], [0.042, -0.181, 0.043], [-0.012, 0.058, 0.002], [-0.027, -0.025, -0.025], [0.005, -0.002, 0.031], [-0.027, 0.067, -0.008], [0.119, -0.226, -0.071], [-0.073, 0.032, 0.046], [0.030, -0.024, -0.025], [0.020, -0.006, -0.017], [-0.005, -0.002, -0.007], [0.052, -0.074, -0.027], [0.283, -0.126, -0.101], [0.013, 0.027, 0.198], [-0.530, -0.160, 0.100], [0.599, 0.493, -0.640], [-0.522, 0.159, 1.611], [-0.085, 0.483, 0.029], [0.010, 0.000, 0.029], [-0.001, 0.010, -0.031], [-0.016, 0.002, 0.005], [0.025, -0.003, -0.016], [-0.026, 0.026, -0.033], [-0.014, -0.033, 0.014], [0.007, 0.004, -0.010], [-0.005, -0.028, 0.015], [0.007, -0.012, 0.004], [0.020, 0.007, -0.020], [0.005, 0.012, -0.013], [0.007, 0.006, 0.005], [0.002, 0.007, 0.005], [-0.002, 0.011, -0.010], [0.001, -0.011, -0.008], [0.009, -0.007, 0.020], [0.002, -0.006, 0.009], [-0.021, 0.016, -0.009], [0.007, 0.000, -0.005], [-0.001, 0.015, -0.007], [-0.002, 0.008, 0.005], [0.001, -0.008, -0.002], [-0.012, 0.007, 0.002], [0.003, 0.004, 0.010], [-0.031, 0.024, 0.012], [0.007, -0.031, -0.027], [0.004, 0.041, 0.005], [0.152, -0.231, -0.114], [-0.002, -0.021, 0.010], [0.012, 0.000, -0.001], [0.029, -0.024, 0.006], [0.001, 0.040, -0.005], [-0.002, 0.006, 0.021], [0.008, 0.018, 0.011], [-0.009, -0.007, -0.022], [0.005, 0.006, -0.002], [-0.002, 0.007, 0.005], [0.001, 0.005, -0.017], [0.002, -0.011, -0.021], [0.006, 0.022, 0.016], [-0.039, 0.026, -0.016], [-0.012, 0.003, 0.018], [0.002, 0.000, 0.003], [-0.037, 0.003, -0.010], [0.003, -0.010, -0.002], [0.016, -0.001, 0.045], [0.002, 0.060, 0.013], [-0.034, -0.063, -0.050], [-0.028, -0.022, -0.044], [0.032, 0.011, 0.047], [-0.037, 0.079, -0.023], [-0.087, 0.109, 0.112], [-0.073, 0.114, 0.070], [0.010, -0.070, -0.005], [0.072, -0.085, 0.035], [-0.032, 0.001, -0.051], [0.035, 0.035, 0.056], [-0.032, 0.041, -0.038], [-0.013, -0.029, 0.022], [0.011, 0.007, -0.011], [-0.005, 0.017, 0.036], [-0.013, -0.070, -0.002], [0.023, -0.216, 0.090], [-0.053, 0.000, 0.024], [0.000, -0.011, 0.005], [-0.003, -0.007, 0.006], [0.029, 0.002, 0.003], [0.020, -0.010, -0.010], [-0.005, -0.010, 0.005]]}

---

[2]
{"formula": "C34H42HfN4O3P2S", "method": "ωB97M-V/def2-TZVPD", "homo_ev": -13.183, "charge": 2, "molar_mass_da": 827.240, "elements": ["Hf", "C", "C", "C", "C", "C", "C", "C", "C", "C", "H", "H", "H", "H", "H", "H", "H", "H", "H", "H", "H", "H", "H", "H", "H", "P", "P", "N", "N", "N", "N", "C", "C", "C", "C", "C", "C", "C", "C", "C", "C", "C", "C", "C", "C", "C", "C", "C", "C", "H", "H", "H", "H", "H", "H", "H", "H", "H", "H", "H", "H", "H", "H", "H", "H", "H", "H", "H", "H", "C", "C", "C", "C", "C", "C", "C", "S", "O", "O", "O", "H", "H", "H", "H", "H", "H", "H"], "positions_angstrom": [[-0.12460, 1.61308, -2.39806], [-1.74125, 1.43286, -5.38502], [-1.17261, 0.20589, -5.27816], [-0.10787, -0.27654, -6.21335], [1.15747, 0.55868, -6.06238], [1.27494, 1.19161, -4.70030], [0.57233, 2.36741, -4.22698], [-0.26886, 3.32710, -5.03240], [-1.13209, 2.59402, -6.07079], [0.77590, 3.33966, -1.28162], [-2.79039, 1.54474, -5.16235], [-1.68560, -0.52397, -4.69385], [-0.41755, -0.26808, -7.27483], [0.14518, -1.33079, -6.03918], [2.04837, -0.07731, -6.19306], [1.20096, 1.26428, -6.90758], [2.34372, 1.26188, -4.47240], [1.21353, 2.95810, -3.51909], [0.38274, 4.07063, -5.51519], [-0.93257, 3.90111, -4.35602], [-1.93900, 3.26264, -6.38770], [-0.50399, 2.37132, -6.94305], [-0.01268, 3.98649, -0.84387], [1.42538, 4.03703, -1.84549], [1.41236, 3.04675, -0.42216], [1.51380, -0.76208, -2.49987], [-2.13200, -1.84739, -1.76979], [3.35344, -0.04258, -2.97157], [2.34464, -1.96292, -1.57256], [-2.85488, -0.36899, -2.45484], [-3.61377, -2.73914, -1.72549], [0.44534, -1.91431, -3.45908], [-1.06434, -2.29293, -3.24375], [3.75526, 1.28655, -2.73286], [4.94433, 1.54334, -3.42614], [5.37705, 0.30664, -3.98821], [4.38570, -0.63880, -3.69027], [3.21360, -1.62344, -0.50762], [4.16051, -2.60866, -0.36397], [3.87243, -3.64537, -1.31117], [2.76191, -3.23636, -2.03952], [-2.34247, 1.02649, -1.98430], [-3.30778, 1.97290, -2.57343], [-4.25098, 1.25171, -3.31482], [-3.93859, -0.12315, -3.23244], [-4.42952, -3.15141, -2.78597], [-5.55557, -3.80134, -2.26942], [-5.43176, -3.79058, -0.82448], [-4.25852, -3.12097, -0.51918], [0.99399, -2.84109, -3.63152], [0.49959, -1.39279, -4.41325], [-1.64229, -1.91334, -4.12129], [-1.15367, -3.39272, -3.37237], [3.15679, 1.95067, -2.11793], [5.42279, 2.52136, -3.53795], [6.28557, 0.13894, -4.55362], [4.36210, -1.70085, -3.92934], [3.03564, -0.70380, 0.04077], [5.01586, -2.57973, 0.30682], [4.42675, -4.55750, -1.48152], [2.23777, -3.76721, -2.80660], [-2.55508, 1.02235, -0.91296], [-3.34306, 3.02220, -2.25763], [-5.07475, 1.63382, -3.91769], [-4.47940, -0.91646, -3.71938], [-4.15798, -2.93843, -3.81520], [-6.37931, -4.21431, -2.84236], [-6.13402, -4.22428, -0.12539], [-3.79149, -2.90413, 0.44448], [0.46711, 0.63102, 6.54698], [0.31182, 0.65226, 5.04504], [0.35548, -0.55102, 4.31596], [0.13963, -0.55226, 2.93509], [-0.08307, 0.65502, 2.25615], [-0.14502, 1.84993, 2.97267], [0.08368, 1.85085, 4.34488], [-0.65090, 0.63454, 0.57292], [0.48001, 0.24820, -0.35388], [-1.73687, -0.33510, 0.61967], [-1.02236, 2.01976, 0.16806], [-0.39252, 0.11157, 7.01684], [1.38147, 0.10350, 6.84860], [0.53188, 1.64904, 6.95915], [0.57508, -1.49136, 4.84016], [0.14843, -1.48292, 2.38460], [-0.36424, 2.77927, 2.45708], [0.09154, 2.80208, 4.88531]], "atomic_forces_ev_per_a": [[-0.252, -1.718, 6.563], [0.006, -1.420, -0.908], [-1.350, 0.969, -1.238], [0.274, -0.525, -0.429], [0.410, -1.063, 0.236], [0.694, 5.207, -2.125], [3.841, -0.956, -3.597], [-1.291, -0.119, 0.239], [0.027, 0.645, -0.393], [0.332, 0.886, -0.348], [0.211, 0.111, 0.886], [-0.437, 0.050, -0.171], [-0.254, 0.234, 0.553], [-0.296, 0.283, -0.079], [-0.303, 0.183, 0.042], [0.071, 0.370, 0.777], [-0.407, -0.756, 1.284], [-0.040, -0.503, -0.082], [0.089, -0.253, 0.250], [0.222, -0.068, -0.179], [0.309, -0.017, -0.150], [-0.397, -0.153, 0.194], [0.186, -0.439, -0.213], [-0.227, -0.228, 0.000], [-0.503, -0.335, -0.331], [3.532, -0.656, 0.973], [-0.187, -0.081, 1.111], [-0.846, -0.018, 0.184], [-0.468, 0.361, 1.172], [-0.558, 3.437, -0.786], [0.139, -0.409, -0.529], [0.437, -0.019, -0.853], [-1.520, -0.702, -1.235], [-0.169, -0.028, -1.200], [-0.976, -0.186, 0.655], [-1.420, -0.664, 0.274], [0.421, 0.264, -0.559], [0.154, -0.336, -0.369], [-0.425, 0.529, -0.106], [-1.306, 1.028, -0.863], [1.092, -0.228, 0.782], [-2.179, -1.492, -1.252], [-0.749, -1.763, 0.145], [0.748, 0.813, 0.235], [1.471, 0.050, 0.991], [-1.262, -0.845, 0.586], [1.431, 0.862, 0.123], [1.122, 0.819, -0.820], [-0.188, -0.505, -0.209], [-0.156, 0.259, 0.081], [-0.155, -0.207, -0.039], [0.679, -0.795, 0.642], [0.257, 0.486, 0.375], [0.051, -0.066, -0.077], [-0.083, -0.568, 0.400], [-0.199, -0.088, 0.155], [-0.069, 0.363, 0.058], [0.219, -0.194, -0.189], [-0.446, -0.051, -0.014], [-0.153, 0.065, 0.099], [0.061, -0.099, -0.078], [0.533, 0.072, 0.112], [0.026, -0.360, -0.463], [0.182, -0.031, 0.404], [-0.117, -0.108, 0.117], [-0.007, -0.282, 0.235], [0.277, 0.074, 0.099], [0.178, 0.152, -0.036], [-0.185, -0.063, -0.496], [-0.043, 0.115, 0.174], [-0.067, 0.075, -0.291], [0.022, 0.221, -0.359], [0.246, 0.169, 0.173], [-0.140, 0.210, 0.404], [0.322, 0.039, -0.191], [0.088, -0.314, 0.277], [-1.136, 0.400, 2.266], [-0.246, 0.276, -1.553], [0.768, 0.899, -0.547], [0.316, -1.126, -0.036], [0.451, 0.294, -0.247], [-0.237, 0.032, -0.124], [-0.124, -0.353, -0.156], [-0.219, 0.434, -0.306], [-0.014, -0.073, 0.012], [0.040, -0.102, 0.057], [-0.131, -0.374, -0.169]]}